(1)
The following is a DFT calculation (the ωB97M-V functional and the def2-TZVPD basis) of a structure of composition C28H38BMoN7O4S3.

Element x y z (Å)
1 Mo 0.361 -0.221 -0.971
2 C -1.252 3.349 -3.783
3 C -0.823 4.326 -2.695
4 C -1.537 5.656 -2.944
5 C 0.695 4.498 -2.696
6 N -1.205 3.852 -1.302
7 C -1.290 4.748 -0.257
8 C -1.590 4.052 0.860
9 N -1.674 2.723 0.523
10 B -1.971 1.675 1.639
11 N -0.707 1.256 2.428
12 C -0.851 0.815 3.721
13 C 0.356 0.410 4.158
14 N 1.265 0.607 3.136
15 C 0.585 1.103 2.082
16 S 1.217 1.479 0.496
17 C 2.714 0.198 3.323
18 C 3.656 0.831 2.306
19 C 2.755 -1.324 3.200
20 C 3.152 0.661 4.714
21 N -2.756 0.446 1.095
22 C -4.107 0.552 0.853
23 C -4.541 -0.635 0.377
24 N -3.455 -1.483 0.314
25 C -2.376 -0.799 0.754
26 S -0.750 -1.430 0.843
27 C -3.522 -2.916 -0.174
28 C -3.083 -3.845 0.956
29 C -4.965 -3.244 -0.546
30 C -2.650 -3.057 -1.421
31 C -1.424 2.626 -0.789
32 S -1.339 1.103 -1.671
33 H -1.114 3.854 -4.739
34 H -2.306 3.080 -3.706
35 H -0.643 2.451 -3.809
36 H -1.339 5.961 -3.971
37 H -1.178 6.461 -2.306
38 H -2.616 5.556 -2.822
39 H 1.017 4.856 -3.674
40 H 1.195 3.548 -2.498
41 H 1.016 5.224 -1.948
42 H -1.146 5.802 -0.394
43 H -1.767 4.389 1.867
44 H -2.693 2.230 2.410
45 H -1.803 0.845 4.225
46 H 0.647 0.019 5.114
47 H 3.532 0.421 1.308
48 H 4.672 0.612 2.634
49 H 3.548 1.915 2.263
50 H 2.399 -1.642 2.217
51 H 2.143 -1.808 3.962
52 H 3.782 -1.670 3.322
53 H 3.040 1.740 4.824
54 H 4.206 0.415 4.840
55 H 2.617 0.166 5.521
56 H -4.649 1.456 1.071
57 H -5.530 -0.943 0.103
58 H -3.717 -3.709 1.834
59 H -2.045 -3.695 1.240
60 H -3.192 -4.877 0.622
61 H -5.640 -3.165 0.307
62 H -4.991 -4.279 -0.883
63 H -5.332 -2.626 -1.366
64 H -1.591 -2.941 -1.207
65 H -2.948 -2.329 -2.179
66 H -2.803 -4.052 -1.840
67 O 2.160 0.107 -2.001
68 C 3.106 -0.662 -2.298
69 C 3.137 -2.051 -2.025
70 C 4.335 -2.764 -2.217
71 C 4.342 -4.106 -1.958
72 C 3.193 -4.785 -1.547
73 C 2.006 -4.106 -1.382
74 C 1.956 -2.727 -1.617
75 O 0.806 -2.091 -1.492
76 N 5.601 -4.862 -2.131
77 O 6.583 -4.222 -2.443
78 O 5.549 -6.059 -1.955
79 H 3.959 -0.207 -2.805
80 H 5.242 -2.272 -2.545
81 H 3.257 -5.850 -1.370
82 H 1.106 -4.626 -1.086

Forces on atoms 1 to 2 (eV/Å):
Mo 0.157 -0.130 -0.052
C -0.044 0.002 -0.007

Values from the calculation:
<S²>	2.03
calculated total energy	-3061.2291	Eh
total charge	+2
Kohn-Sham gap (spin up / spin down)	6.267 / 7.221	eV
HOMO (spin up / spin down)	-13.8 / -14.2	eV
spin multiplicity	3



(2)
The following is a DFT calculation (the ωB97M-V functional and the def2-TZVPD basis) of a structure of composition C28H38BN5P2V.

Element x y z (Å)
1 V -0.315 0.916 2.263
2 C -2.000 1.725 -4.137
3 C -2.130 0.416 -3.861
4 C -1.349 -0.631 -4.572
5 C 0.144 -0.256 -4.774
6 C 0.802 0.523 -3.640
7 C 0.877 1.855 -3.698
8 C 0.298 2.614 -4.885
9 C -1.156 2.239 -5.254
10 C 2.007 0.834 3.236
11 H -2.641 2.507 -3.726
12 H -2.926 0.023 -3.235
13 H -1.771 -0.826 -5.573
14 H -1.428 -1.574 -4.016
15 H 0.691 -1.180 -4.996
16 H 0.218 0.317 -5.706
17 H 1.373 -0.082 -2.917
18 H 1.498 2.451 -3.016
19 H 0.865 2.452 -5.809
20 H 0.340 3.688 -4.686
21 H -1.640 3.137 -5.652
22 H -1.172 1.521 -6.084
23 H 1.112 1.281 3.704
24 H 2.778 1.616 3.230
25 H 2.399 0.132 3.978
26 P 1.828 -0.070 1.586
27 P -1.567 -0.703 1.321
28 N 3.024 0.941 0.788
29 N 2.887 -1.542 1.983
30 N -2.386 0.540 0.377
31 N -2.942 -1.717 1.687
32 C 0.913 -0.786 0.057
33 C -0.428 -1.546 0.190
34 C 2.922 2.326 0.928
35 C 3.702 2.910 -0.038
36 C 4.334 1.862 -0.797
37 C 3.875 0.655 -0.286
38 C 4.028 -1.478 2.777
39 C 4.569 -2.751 2.880
40 C 3.767 -3.629 2.092
41 C 2.759 -2.854 1.530
42 C -2.354 1.903 0.778
43 C -2.867 2.633 -0.292
44 C -3.109 1.739 -1.368
45 C -2.770 0.463 -0.948
46 C -4.037 -2.120 0.903
47 C -4.843 -2.958 1.657
48 C -4.241 -3.079 2.955
49 C -3.094 -2.313 2.951
50 H 1.626 -1.434 -0.457
51 H 0.799 0.081 -0.609
52 H -0.936 -1.633 -0.785
53 H -0.284 -2.549 0.633
54 H 2.335 2.754 1.720
55 H 3.751 3.974 -0.208
56 H 5.029 2.019 -1.610
57 H 4.091 -0.368 -0.581
58 H 4.319 -0.538 3.211
59 H 5.443 -2.996 3.456
60 H 3.904 -4.696 1.969
61 H 1.987 -3.132 0.822
62 H -2.097 2.181 1.809
63 H -3.014 3.699 -0.362
64 H -3.391 2.027 -2.361
65 H -2.778 -0.499 -1.457
66 H -4.146 -1.765 -0.115
67 H -5.767 -3.430 1.338
68 H -4.618 -3.683 3.773
69 H -2.379 -2.114 3.731
70 B -0.799 -0.552 6.539
71 C -0.767 0.090 5.177
72 N -0.771 0.513 4.084
73 H 0.243 -1.176 6.603
74 H -1.778 -1.269 6.486
75 H -0.850 0.372 7.311

Forces on atoms 1 to 2 (eV/Å):
V 1.864 1.035 0.197
C -0.741 -0.537 -0.501

Values from the calculation:
<S²>	3.96
calculated total energy	-3014.8093	Eh
Kohn-Sham gap (spin up / spin down)	7.088 / 6.371	eV
ΔE to the lowest compared entry with this formula, charge and spin	0.00	kcal/mol
HOMO (spin up / spin down)	-7.4 / -6.8	eV
spin multiplicity	4



(3)
The following is a DFT calculation (the ωB97M-V functional and the def2-TZVPD basis) of a cluster of 2 separate species, C28H38BrClF8N5O7P in total.

Element x y z (Å)
1 C 0.301 -2.333 4.419
2 C 1.333 -2.032 3.297
3 C 1.026 -0.758 2.401
4 Br -0.785 -0.064 2.777
5 C 1.228 -1.068 0.851
6 C 2.395 -0.230 0.222
7 C 3.178 -1.164 -0.720
8 C 4.080 -2.158 0.052
9 N 5.179 -1.864 0.614
10 N 2.015 1.144 -0.307
11 C 2.353 2.035 0.904
12 C 2.317 3.576 0.765
13 N 3.014 4.164 1.950
14 N 2.836 1.571 -1.406
15 C 4.156 1.940 -1.246
16 O 4.666 2.883 -1.832
17 F 5.034 1.222 -0.386
18 C 2.560 1.312 -2.728
19 O 2.749 0.264 -3.390
20 F 2.276 2.418 -3.539
21 C 0.455 1.195 -0.591
22 C -0.132 2.478 -1.155
23 F -0.830 2.347 -2.354
24 F 0.778 3.476 -1.548
25 C -1.141 3.221 -0.251
26 C -1.165 3.216 1.148
27 C -2.124 3.863 1.921
28 C -3.148 4.579 1.304
29 C -3.129 4.637 -0.098
30 C -4.234 5.405 -0.809
31 F -4.594 6.530 -0.159
32 F -3.951 5.657 -2.102
33 F -5.360 4.609 -0.839
34 C -2.159 3.988 -0.856
35 C -0.223 -0.169 -1.007
36 C -0.095 -0.710 -2.436
37 C -0.283 0.089 -3.717
38 F -1.659 0.351 -3.973
39 C -1.764 0.135 -0.786
40 O -2.525 -1.068 -0.606
41 C -3.912 -0.724 -0.587
42 N -0.001 -1.196 0.056
43 C -0.128 -2.595 -0.330
44 C -0.550 -3.519 0.875
45 C -1.941 -4.188 0.628
46 Cl 0.644 -4.880 0.962
47 H -0.655 -2.715 4.033
48 H 0.178 -1.511 5.136
49 H 0.729 -3.177 4.998
50 H 1.422 -2.953 2.704
51 H 2.294 -1.900 3.826
52 H 1.790 -0.051 2.761
53 H 1.669 -2.081 0.905
54 H 3.064 -0.163 1.099
55 H 3.866 -0.692 -1.432
56 H 2.505 -1.800 -1.318
57 H 3.745 -3.209 0.114
58 H 5.355 -0.860 0.484
59 H 3.372 1.863 1.290
60 H 1.710 1.805 1.772
61 H 1.327 4.047 0.742
62 H 2.862 3.973 -0.107
63 H 4.018 4.090 1.809
64 H 2.745 3.593 2.750
65 H 0.075 1.234 0.452
66 H -0.400 2.642 1.684
67 H -2.077 3.774 3.009
68 H -3.925 5.066 1.895
69 H -2.242 4.107 -1.936
70 H 0.812 -1.328 -2.557
71 H -0.919 -1.442 -2.570
72 H 0.248 1.036 -3.845
73 H 0.027 -0.561 -4.554
74 H -2.207 0.621 -1.673
75 H -1.919 0.737 0.130
76 H -4.465 -1.345 0.133
77 H -4.070 0.352 -0.400
78 H -4.310 -0.968 -1.593
79 H -0.943 -2.812 -1.033
80 H 0.765 -3.037 -0.816
81 H -0.665 -2.946 1.804
82 H -1.941 -4.643 -0.384
83 H -2.771 -3.496 0.809
84 H -1.973 -5.040 1.328
85 O -4.626 -7.885 -2.423
86 P -3.568 -7.558 -1.369
87 O -2.288 -8.353 -1.631
88 O -4.118 -7.934 0.007
89 O -3.234 -6.066 -1.427

Forces on atoms 1 to 2 (eV/Å):
C 0.813 -0.942 0.180
C -0.852 0.129 0.654

Values from the calculation:
calculated total energy	-6064.4013	Eh
total charge	-2
Kohn-Sham gap	1.310	eV
HOMO	0.2	eV